Arrangement i

This record from OMol25 describes 2 unconnected molecules or ions with the total composition C4H12NO. The level of theory is wB97M-V/def2-TZVPD.

Total charge: +1
M in g/mol: 90.1
Lowest unoccupied orbital energy in eV: -9.734

Cartesian coordinates (Å):
O: 0.3082 0.3397 -0.2363
C: 1.5803 0.6127 0.0007
C: 1.7806 2.1380 0.3233
N: 0.6931 2.4343 1.2281
C: -1.1919 -2.2125 -0.0134
C: -2.1727 -1.9083 -1.1859
H: 0.9208 3.1382 1.9379
H: 2.2522 0.4480 -0.9236
H: 1.9480 -0.0473 0.8288
H: 1.5291 2.7693 -0.6050
H: 2.7005 2.4977 0.6971
H: -1.8896 -2.2792 0.8215
H: 0.0086 1.7579 1.4544
H: -0.9923 -3.2806 -0.2319
H: -0.3777 -1.4792 0.1728
H: -2.3944 -0.7409 -0.9234
H: -3.0844 -2.4390 -1.3199
H: -1.6183 -1.7488 -2.0251


Arrangement ii

This record from OMol25 describes 2 unconnected molecules or ions with the total composition C4H12NO. The level of theory is wB97M-V/def2-TZVPD.

Total charge: +1
M in g/mol: 90.1
Lowest unoccupied orbital energy in eV: -3.013

Cartesian coordinates (Å):
C: -0.1343 0.1409 -1.3462
N: -0.5712 0.4598 0.0729
C: 0.6373 0.3372 0.9945
C: 1.7514 0.6670 0.0171
C: 1.3470 -0.1809 -1.1777
H: -0.3026 0.9983 -1.9967
H: -0.7214 -0.6873 -1.7223
H: -0.8795 1.4285 0.0811
H: -1.4106 -0.0616 0.3589
H: 0.4312 0.9993 1.8337
H: 0.6560 -0.6830 1.3701
H: 2.7541 0.4293 0.3361
H: 1.6759 1.7439 -0.1565
H: 1.9371 -0.0127 -2.0680
H: 1.4197 -1.2365 -0.9483
H: -2.5111 -1.7727 2.1015
H: -3.4755 -1.3606 0.9257
O: -2.6037 -1.2090 1.3244


From most stable to least stable, the computed energies give arrangement ii, arrangement i.


Arrangement i

This record from OMol25 describes a gas-phase ion, C4H12NO (charge +1). The level of theory is wB97M-V/def2-TZVPD.

Total charge: +1
M in g/mol: 90.1
Lowest unoccupied orbital energy in eV: -3.189

Cartesian coordinates (Å):
C: 2.1574 -0.3757 0.1890
C: 0.7043 0.1381 0.3121
N: 0.3942 1.2325 -0.7571
C: -0.3726 -0.9273 0.3210
C: -1.7313 -0.2801 0.4668
O: -2.1190 0.2953 -0.8139
H: 2.6121 -0.4134 1.1638
H: 2.6829 0.2192 -0.5682
H: 2.2392 -1.4234 -0.1228
H: 0.6253 0.6284 1.2872
H: -0.6288 1.2339 -0.9484
H: 0.5346 2.1612 -0.3559
H: 1.0115 1.0019 -1.5244
H: -0.4406 -1.4685 -0.6287
H: -0.3293 -1.6027 1.1855
H: -2.4985 -1.0253 0.7194
H: -1.8234 0.5320 1.1760
H: -3.0180 0.0740 -1.1014


Arrangement ii

This record from OMol25 describes 2 unconnected molecules or ions with the total composition C4H12NO. The level of theory is wB97M-V/def2-TZVPD.

Total charge: +1
M in g/mol: 90.1
Lowest unoccupied orbital energy in eV: -3.351

Cartesian coordinates (Å):
C: -2.3820 -0.0032 -0.2333
C: -1.0036 0.2628 0.3256
C: 0.0556 -0.7861 0.1191
C: -0.1358 -1.8958 -0.5974
N: 1.4046 -0.5731 0.6984
H: -2.6949 -1.0458 -0.2241
H: -2.5137 0.3293 -1.2730
H: -3.1336 0.6093 0.2575
H: -1.1074 0.5115 1.3882
H: -0.6197 1.1776 -0.1470
H: -1.0280 -1.8571 -1.2018
H: 0.6629 -2.6209 -0.6668
H: 1.3917 -0.3791 1.7030
H: 2.0874 -1.3032 0.5266
H: 1.7140 0.3176 0.2818
H: 2.9314 2.3508 -0.8956
H: 2.2002 2.8231 0.2858
O: 2.1710 2.0823 -0.3471


From most stable to least stable, the computed energies give arrangement i, arrangement ii.


Arrangement i

This record from OMol25 describes 2 unconnected molecules or ions with the total composition C4H12NO. The level of theory is wB97M-V/def2-TZVPD.

Total charge: +1
M in g/mol: 90.1
Lowest unoccupied orbital energy in eV: -5.745

Cartesian coordinates (Å):
C: 0.4407 1.7073 1.7502
C: 0.7026 1.5145 0.2829
C: 0.0907 0.3146 -0.3119
C: -0.3012 0.0755 -1.6246
N: 0.4986 -0.8680 0.3894
H: 1.1299 1.1767 2.4793
H: -0.5759 1.4884 2.1339
H: 0.6629 2.7461 2.2438
H: 1.8058 1.5382 0.1106
H: 0.2485 2.2828 -0.3356
H: -1.4268 0.1547 -1.9121
H: 0.4742 0.0021 -2.3663
H: 1.4884 -0.7012 0.8136
H: 0.2378 -1.5823 1.1516
H: 0.5302 -1.5426 -0.3429
H: -2.7002 -2.3548 -1.5484
H: -1.5219 -3.3987 -1.6585
O: -1.7843 -2.5533 -1.2551


Arrangement ii

This record from OMol25 describes a gas-phase ion, C4H12NO (charge +1). The level of theory is wB97M-V/def2-TZVPD.

Total charge: +1
M in g/mol: 90.1
Lowest unoccupied orbital energy in eV: -2.992

Cartesian coordinates (Å):
C: 1.4396 2.3895 0.0328
C: 1.0197 1.0112 -0.4372
N: 0.2426 0.2343 0.5768
C: -1.1951 -0.0619 0.3072
C: -1.2254 -1.2821 -0.5714
O: -0.4399 -2.2523 0.1097
H: 0.7176 3.1885 -0.0749
H: 2.3493 2.6969 -0.4809
H: 1.7159 2.3497 1.0835
H: 0.5279 1.0299 -1.4107
H: 1.9262 0.4500 -0.6738
H: 0.3608 0.7890 1.4320
H: 0.6601 -0.6828 0.7994
H: -1.7169 -0.2217 1.2364
H: -1.6416 0.7842 -0.2122
H: -2.2451 -1.5912 -0.6849
H: -0.7624 -1.0081 -1.5067
H: -0.2087 -2.9536 -0.5147


Arrangement iii

This record from OMol25 describes a gas-phase ion, C4H12NO (charge +1). The level of theory is wB97M-V/def2-TZVPD.

Total charge: +1
M in g/mol: 90.1
Lowest unoccupied orbital energy in eV: -3.164

Cartesian coordinates (Å):
C: 1.5229 1.4010 0.6934
N: 0.4308 0.8685 -0.2778
C: -0.2289 -0.4220 0.2986
C: -1.6159 0.0313 0.6809
C: -0.3171 -1.2754 -1.0685
O: 0.8133 -1.9322 -1.4167
H: 1.1027 1.5289 1.6885
H: 1.7376 2.4385 0.5103
H: 2.2358 0.5874 0.7313
H: 1.0282 0.7285 -1.0878
H: -0.2634 1.6120 -0.4411
H: 0.4007 -0.8773 1.0464
H: -2.1017 -0.8825 1.0577
H: -1.6115 0.9530 1.2951
H: -2.2514 0.3421 -0.1616
H: -1.2506 -1.8715 -0.8610
H: -0.6798 -0.6067 -1.8972
H: 1.0483 -2.6236 -0.7901


From most stable to least stable, the computed energies give arrangement ii, arrangement iii, arrangement i.


Arrangement i

This record from OMol25 describes 2 unconnected molecules or ions with the total composition C4H11NO3. The level of theory is wB97M-V/def2-TZVPD.

Total charge: -2
M in g/mol: 121.1
Lowest unoccupied orbital energy in eV: 6.656

Cartesian coordinates (Å):
C: -0.4561 -0.9662 -0.3968
O: -0.1398 -1.4716 -1.6579
C: 0.0674 0.4880 -0.2504
C: -0.0238 0.9521 1.2380
C: -0.1830 2.4923 1.4510
O: -0.1816 2.8576 2.7791
N: 1.4512 0.5704 -0.6952
H: -0.0881 -1.6506 0.3868
H: -1.5711 -0.8817 -0.2834
H: -0.5631 1.1675 -0.8238
H: 0.7485 0.5268 1.8797
H: -0.9851 0.5792 1.6305
H: 0.7164 2.9381 0.9409
H: -1.1507 2.7982 1.0019
H: 2.1338 0.3027 0.0003
H: 1.4936 -0.0851 -1.4679
H: 0.1031 -4.1033 -1.7650
H: -0.5981 -2.6986 -1.8771
O: -0.7737 -3.8157 -2.0907


Arrangement ii

This record from OMol25 describes 2 unconnected molecules or ions with the total composition C4H11NO3. The level of theory is wB97M-V/def2-TZVPD.

Total charge: -2
M in g/mol: 121.1
Lowest unoccupied orbital energy in eV: 6.750

Cartesian coordinates (Å):
C: 0.0522 -0.7759 -0.6324
O: 1.2194 -1.3354 -1.1824
C: 0.5522 0.0304 0.5974
C: -0.4173 1.1258 1.1943
C: -2.0552 1.0084 0.8595
O: -2.5713 2.2042 0.5903
N: 0.8204 -0.9557 1.6557
H: -0.6669 -1.6050 -0.3365
H: -0.4531 -0.2524 -1.4268
H: 1.4589 0.5400 0.2124
H: -0.0770 2.1144 0.8258
H: -0.3614 1.3488 2.2515
H: -2.0946 0.2965 0.0107
H: -2.4816 0.5756 1.8318
H: 1.2984 -1.7516 1.2259
H: 1.5343 -0.6707 2.3228
H: 1.5000 0.0537 -3.7287
H: 1.3943 -1.0441 -2.6060
O: 1.3483 -0.9069 -3.6654


From most stable to least stable, the computed energies give arrangement i, arrangement ii.


Arrangement i

This record from OMol25 describes a single C6H8S2 molecule. The level of theory is wB97M-V/def2-TZVPD.

M in g/mol: 144.3
Lowest unoccupied orbital energy (spin up / spin down) in eV: -0.255 / -0.256

Cartesian coordinates (Å):
C: 0.6375 1.5099 0.4151
C: 1.8730 2.0812 -0.1622
C: -0.6717 -1.0384 0.4238
C: -1.9307 -0.4433 -0.2093
C: 0.4082 -1.3149 -0.5839
C: 1.9858 0.7659 0.1404
S: -1.7880 1.4251 -0.2281
S: 2.2327 -0.9277 -0.2341
H: 0.1799 1.6322 1.2859
H: 2.4544 3.0159 -0.0017
H: -0.2571 -0.3622 1.0887
H: -0.8185 -1.9759 1.0525
H: -2.1399 -0.6250 -1.2457
H: -2.9425 -0.6240 0.2880
H: 0.4524 -2.4156 -0.5480
H: 0.3244 -0.7031 -1.4814


Arrangement ii

This record from OMol25 describes a single C6H8S2 molecule. The level of theory is wB97M-V/def2-TZVPD.

M in g/mol: 144.3
Lowest unoccupied orbital energy in eV: -0.071

Cartesian coordinates (Å):
S: 2.4206 -0.7295 -0.0007
C: 0.9307 -0.0991 -0.0027
S: 0.6213 1.6373 -0.0024
C: -0.3320 -0.9347 -0.0015
C: -1.2291 -0.6510 -1.2298
C: -2.3833 0.1309 -0.6692
C: -2.3869 0.1395 0.6682
C: -1.2274 -0.6378 1.2290
H: 1.9038 1.9861 0.0104
H: 0.0238 -1.9933 0.0142
H: -0.7074 -0.1188 -2.0187
H: -1.5679 -1.5888 -1.6617
H: -3.1648 0.6180 -1.2980
H: -3.1353 0.6059 1.2957
H: -0.6866 -0.1236 2.0572
H: -1.5678 -1.5963 1.6855


From most stable to least stable, the computed energies give arrangement ii, arrangement i.


Arrangement i

This record from OMol25 describes a single C2H6Cl2OSi molecule. The level of theory is wB97M-V/def2-TZVPD.

M in g/mol: 145.1
Lowest unoccupied orbital energy in eV: 0.661

Cartesian coordinates (Å):
C: 1.9610 0.1310 0.3137
O: 1.1228 -0.4733 -0.6249
Si: -0.4852 -0.7466 -0.1814
C: -1.5846 0.7541 -0.4098
Cl: -0.6898 -1.3515 1.7801
Cl: -1.3995 -2.3255 -1.2355
H: 1.6049 -0.2107 1.2943
H: 1.9035 1.2234 0.2804
H: 3.0019 -0.1762 0.1469
H: -1.1649 1.6378 0.1043
H: -2.5506 0.5337 -0.0099
H: -1.7195 1.0038 -1.4582


Arrangement ii

This record from OMol25 describes a single C2H6Cl2OSi molecule. The level of theory is wB97M-V/def2-TZVPD.

M in g/mol: 145.1
Lowest unoccupied orbital energy in eV: 0.501

Cartesian coordinates (Å):
C: 0.5672 1.6218 0.2884
Si: -0.3146 0.2821 1.3004
Cl: 0.6653 0.2008 3.0720
Cl: -2.3370 0.2255 1.4210
C: -0.1008 -1.4544 0.2295
O: -1.0744 -1.4432 -0.7850
H: 0.8866 2.4499 0.8903
H: 1.5637 1.2235 0.0140
H: -0.0725 2.1247 -0.5169
H: -0.0911 -2.4299 0.9203
H: 0.9544 -1.4927 -0.3677
H: -1.9264 -1.2005 -0.2877


From most stable to least stable, the computed energies give arrangement i, arrangement ii.


Arrangement i

This record from OMol25 describes a molecular structure, C6H7NS. The level of theory is wB97M-V/def2-TZVPD.

M in g/mol: 125.2
Lowest unoccupied orbital energy in eV: -1.684

Cartesian coordinates (Å):
C: -0.9904 -1.0953 -1.5996
C: -0.0512 0.0592 -1.0024
C: 0.2942 -0.0211 0.2823
C: 0.3971 -1.0055 1.3823
C: 0.4937 1.3901 0.7982
C: 0.0989 2.1587 -0.4456
H: -0.6813 -1.4713 -2.8183
H: -0.4140 -1.8420 -0.7277
H: -2.1387 -1.0359 -1.4265
H: 1.3957 -1.3894 1.4315
H: 0.0363 -2.0595 1.2944
H: 0.4064 -0.3584 2.5835
H: 0.2639 3.3331 -0.4495
N: -0.0283 1.4622 -1.5233
S: 0.9176 1.8751 2.2208


Arrangement ii

This record from OMol25 describes a single C6H7NS molecule. The level of theory is wB97M-V/def2-TZVPD.

M in g/mol: 125.2
Lowest unoccupied orbital energy in eV: 0.690

Cartesian coordinates (Å):
C: -1.4481 2.0273 -0.5760
C: -0.6859 1.1419 -0.3207
C: 0.1245 -0.0308 -0.0824
C: 0.5243 0.3071 1.4609
C: -0.6187 -1.4091 0.1304
N: -0.5486 -2.2796 -0.8613
S: 0.3005 -1.4145 -2.2929
C: 1.1443 -0.4275 -1.0760
H: -2.0177 2.9131 -0.5155
H: 1.1334 -0.4337 1.8999
H: 0.7846 1.4383 1.5360
H: -0.4989 0.2465 1.9705
H: -1.3855 -1.8178 0.9342
H: 1.2470 0.5340 -1.6539
H: 1.9447 -0.7953 -0.5533


From most stable to least stable, the computed energies give arrangement ii, arrangement i.


Arrangement i

This record from OMol25 describes a single C6H7NS molecule. The level of theory is wB97M-V/def2-TZVPD.

M in g/mol: 125.2
Lowest unoccupied orbital energy in eV: 0.207

Cartesian coordinates (Å):
C: -0.2026 -1.7106 1.1442
C: -0.2361 -0.5482 0.2066
N: 0.7674 -0.3310 -0.5126
C: 0.9888 0.7710 -1.3877
S: 2.7845 1.4652 -0.7261
C: -0.1520 1.6266 -1.2557
C: -1.1821 1.3929 -0.6168
C: -1.5658 0.2953 0.2286
H: -0.2675 -2.6413 0.5848
H: -1.0125 -1.6707 1.8650
H: 0.7530 -1.7128 1.6679
H: 1.2690 0.4390 -2.3844
H: 2.2449 2.3651 0.0964
H: -1.8075 0.5783 1.2555
H: -2.3814 -0.3188 -0.1659


Arrangement ii

This record from OMol25 describes a single C6H7NS molecule. The level of theory is wB97M-V/def2-TZVPD.

M in g/mol: 125.2
Lowest unoccupied orbital energy in eV: -0.341

Cartesian coordinates (Å):
C: 2.5913 -1.1794 -1.0853
C: 1.9127 -0.8434 -0.0688
C: 0.7048 -0.8179 0.8913
C: -0.1670 0.2671 0.7003
C: -0.0536 1.4565 -0.2446
N: -1.0034 0.3822 -0.4424
C: -2.3328 0.4014 -0.4738
S: -3.2206 -1.1731 -0.2369
H: 3.4840 -1.2073 -1.6285
H: 0.0038 -1.6524 0.8518
H: 0.9967 -0.9243 2.0252
H: -0.7040 0.4965 1.6155
H: -0.3442 2.4407 0.1245
H: 0.9173 1.2660 -0.9484
H: -2.7853 1.0874 -1.0801


From most stable to least stable, the computed energies give arrangement i, arrangement ii.